# 1
The following is a DFT calculation (ωB97M-V/def2-TZVPD) of C16H21N3O4S2 as an isolated structure.

Geometry (Å):
1 O -3.45 1.81 -0.98
2 O -2.52 3.69 1.45
3 N 0.56 -4.03 -3.51
4 O -3.21 -0.38 -0.54
5 O 1.91 4.63 2.48
6 S 0.21 -6.06 -1.96
7 S -0.66 -1.41 0.73
8 C -2.77 0.91 -0.55
9 C -1.40 3.39 1.06
10 C 0.72 -4.43 -2.29
11 C -1.42 1.22 -0.05
12 C -0.46 0.34 0.46
13 N 1.29 -3.57 -1.36
14 N -0.95 2.53 0.06
15 C -0.06 -5.06 -4.39
16 C -0.83 -6.04 -3.47
17 C 0.99 -3.63 0.11
18 C 1.12 -2.09 -1.46
19 C 0.93 -2.10 0.08
20 C -0.07 5.86 2.82
21 C 1.09 0.78 2.39
22 C -0.08 3.51 1.81
23 C 0.37 2.56 0.65
24 C 0.61 4.84 1.90
25 C 0.76 1.10 0.94
26 H -4.05 -0.36 -0.99
27 H 2.30 5.47 2.71
28 H -0.75 -4.61 -5.12
29 H 0.70 -5.55 -5.00
30 H -1.83 -5.69 -3.24
31 H -0.92 -7.04 -3.95
32 H 1.73 -4.12 0.75
33 H -0.01 -4.06 0.35
34 H 2.00 -1.56 -1.83
35 H 0.22 -1.72 -1.97
36 H 1.79 -1.68 0.58
37 H -0.98 6.22 2.32
38 H -0.30 5.40 3.80
39 H 0.54 6.70 3.03
40 H 1.50 -0.23 2.48
41 H 1.85 1.49 2.81
42 H 0.22 0.85 3.01
43 H -0.11 3.04 2.77
44 H 1.10 3.03 -0.07
45 H 0.66 5.22 0.88
46 H 1.63 0.82 0.32

**Energy above the lowest of the compared OMol25 structures with the same formula, charge and spin**: 3.872 eV
**Net charge**: 0
**HOMO-LUMO gap**: 8.52 eV
**E_LUMO**: 0.05 eV

***

# 2
The following is a DFT calculation (ωB97M-V/def2-TZVPD) of C16H21N3OS as an isolated structure.

Geometry (Å):
1 C -4.87 -1.51 -1.65
2 C -4.52 -2.30 -0.46
3 C -3.08 -2.05 0.04
4 C -2.89 -0.74 0.47
5 H -3.65 -0.52 1.06
6 H -2.95 -0.12 -0.31
7 S -1.39 -0.78 1.46
8 C -0.50 0.76 0.49
9 C -1.20 1.93 0.21
10 C -0.51 2.82 -0.54
11 N -0.23 3.88 -1.23
12 C -2.55 2.39 0.79
13 O -2.93 1.53 1.72
14 N -3.03 3.45 0.34
15 H -2.59 3.90 -0.51
16 H -3.93 3.71 0.89
17 C 0.95 0.39 0.47
18 C 1.91 1.42 0.30
19 C 3.25 0.87 0.07
20 C 2.80 -0.53 0.42
21 N 1.45 -0.70 0.38
22 H 0.87 -1.45 0.78
23 C 3.80 -1.59 0.33
24 C 5.16 -1.08 0.62
25 C 5.43 0.24 -0.72
26 H 5.27 -0.19 -1.51
27 C 4.55 1.06 -0.06
28 H 4.95 1.84 0.84
29 H 4.48 2.00 -0.70
30 H 6.51 0.34 -0.38
31 H 5.37 -0.70 1.43
32 H 5.93 -1.93 0.10
33 H 3.77 -2.18 -0.67
34 H 3.56 -2.55 1.04
35 H 1.80 2.47 0.15
36 H -3.06 -2.59 0.97
37 H -2.51 -2.44 -0.88
38 H -4.86 -3.33 -0.37
39 H -5.39 -1.91 0.33
40 H -4.32 -1.66 -2.41
41 H -4.78 -0.52 -1.41
42 H -6.06 -1.65 -1.88

**Energy above the lowest of the compared OMol25 structures with the same formula, charge and spin**: 14.901 eV
**Net charge**: 0
**HOMO-LUMO gap**: 7.07 eV
**E_LUMO**: -0.53 eV

***

# 3
The following is a DFT calculation (ωB97M-V/def2-TZVPD) of C16H21N5O2Zr as an isolated structure.

Geometry (Å):
1 C -2.48 0.40 2.81
2 C -3.63 -0.02 1.80
3 N -3.78 0.91 0.63
4 C -2.61 1.00 -0.14
5 C -2.22 2.22 -0.74
6 C -0.88 2.27 -1.55
7 O -0.76 2.90 -2.55
8 C 0.25 1.37 -0.94
9 C 1.65 1.80 -0.94
10 C 2.04 3.18 -1.60
11 C 3.41 3.77 -1.16
12 N 4.57 3.25 -1.45
13 C 2.60 0.89 -0.29
14 C 2.19 -0.41 0.30
15 C 0.79 -0.85 0.29
16 C 0.40 -2.20 0.96
17 C -0.04 -3.36 -0.08
18 N 0.95 -4.51 0.05
19 N 0.04 -2.93 -1.48
20 N -1.34 -3.93 0.29
21 C -0.16 0.06 -0.32
22 C -1.70 -0.26 -0.36
23 O -2.15 -1.34 -0.58
24 H -1.66 -0.36 2.87
25 H -2.00 1.39 2.56
26 H -2.92 0.49 3.83
27 H -3.51 -1.09 1.50
28 H -4.60 0.03 2.38
29 H -3.84 1.85 1.08
30 H -2.81 3.16 -0.64
31 H 1.23 3.95 -1.46
32 H 2.13 3.00 -2.72
33 H 3.42 4.73 -0.57
34 H 5.34 3.86 -1.05
35 H 3.67 1.17 -0.23
36 H 3.00 -1.02 0.77
37 H -0.39 -2.02 1.72
38 H 1.34 -2.60 1.44
39 H 1.07 -4.69 1.06
40 H 0.42 -5.33 -0.28
41 H 0.81 -3.44 -1.92
42 H -0.79 -3.18 -2.03
43 H -1.88 -3.27 0.88
44 H -1.94 -4.08 -0.53
45 Zr 6.77 3.23 -1.61

**Net charge**: +4
**HOMO-LUMO gap**: 2.60 eV
**E_LUMO**: -16.49 eV

***

# 4
The following is a DFT calculation (ωB97M-V/def2-TZVPD) of one molecule with the formula C16H21NO.

Geometry (Å):
1 C 1.94 -1.73 2.67
2 C 0.70 -2.06 2.35
3 C -0.24 -1.22 1.51
4 O -1.53 -1.18 2.13
5 C 0.26 0.13 1.30
6 C 0.63 1.26 1.15
7 C 1.03 2.61 0.77
8 N 0.50 3.02 -0.53
9 C -0.94 3.18 -0.50
10 C -1.35 4.49 0.17
11 C 0.95 2.16 -1.61
12 C 1.00 2.91 -2.93
13 C -0.37 -1.91 0.16
14 C 0.70 -1.87 -0.72
15 C 0.61 -2.49 -1.96
16 C -0.55 -3.15 -2.31
17 C -1.62 -3.20 -1.44
18 C -1.53 -2.57 -0.20
19 H 2.57 -2.37 3.26
20 H 2.38 -0.79 2.35
21 H 0.27 -2.99 2.68
22 H -1.44 -0.69 2.96
23 H 2.13 2.67 0.72
24 H 0.69 3.32 1.52
25 H -1.44 2.33 -0.01
26 H -1.29 3.21 -1.54
27 H -1.16 4.47 1.24
28 H -0.79 5.32 -0.26
29 H -2.41 4.67 0.02
30 H 1.97 1.82 -1.37
31 H 0.33 1.26 -1.71
32 H 0.01 3.20 -3.26
33 H 1.45 2.28 -3.70
34 H 1.60 3.81 -2.82
35 H 1.61 -1.34 -0.44
36 H 1.45 -2.45 -2.64
37 H -0.62 -3.64 -3.28
38 H -2.52 -3.72 -1.71
39 H -2.36 -2.60 0.49

**Energy above the lowest of the compared OMol25 structures with the same formula, charge and spin**: 3.979 eV
**Net charge**: 0
**Structure (SMILES)**: C=C[C@@](O)(C#CCN(CC)CC)c1ccccc1
**HOMO-LUMO gap**: 9.43 eV
**E_LUMO**: 0.82 eV

***

# 5
The following is a DFT calculation (ωB97M-V/def2-TZVPD) of C16H22AlAsBr3F2IO6P as an isolated structure.

Geometry (Å):
1 O 3.11 3.91 1.16
2 C 2.41 4.66 0.67
3 O 1.80 4.50 -0.49
4 C 1.22 3.20 -0.64
5 C 2.24 2.26 -1.31
6 As 2.47 2.72 -3.29
7 P 4.89 2.50 -3.20
8 O 5.45 3.87 -2.54
9 I 5.56 0.66 -1.82
10 H 2.23 5.61 1.17
11 H 0.87 2.78 0.30
12 H 0.36 3.32 -1.28
13 H 1.79 1.26 -1.27
14 H 3.14 2.31 -0.71
15 H 2.67 4.24 -2.91
16 H 2.64 3.15 -4.79
17 H 2.29 1.23 -3.73
18 H 0.94 2.96 -3.38
19 H 6.38 3.70 -2.34
20 O -0.29 1.97 -1.80
21 H -0.40 1.02 -1.69
22 H -1.19 2.32 -1.71
23 F 1.15 -3.36 0.10
24 C 2.24 -2.94 0.70
25 C 2.41 -3.18 2.05
26 C 3.58 -2.72 2.68
27 C 4.54 -2.03 1.94
28 C 4.34 -1.80 0.59
29 C 3.19 -2.26 -0.04
30 H 1.64 -3.71 2.61
31 H 3.74 -2.90 3.74
32 H 5.44 -1.67 2.43
33 H 5.06 -1.25 0.01
34 H 3.03 -2.09 -1.10
35 C -3.25 -1.45 -2.09
36 Br -1.82 -2.11 -0.97
37 Br -4.51 -0.40 -1.08
38 Br -2.56 -0.48 -3.60
39 H -3.78 -2.30 -2.47
40 C -5.73 -1.40 2.16
41 C -5.63 -2.72 2.33
42 C -6.80 -3.54 2.73
43 O -6.70 -4.73 2.89
44 C -8.09 -2.84 2.93
45 C -8.19 -1.52 2.76
46 C -7.03 -0.70 2.36
47 O -7.12 0.49 2.21
48 H -4.89 -0.79 1.87
49 H -4.69 -3.25 2.18
50 H -8.93 -3.45 3.23
51 H -9.13 -0.99 2.91
52 Al 2.14 -1.20 3.41
53 F 5.75 -0.86 -3.85

**Net charge**: +1
**HOMO-LUMO gap**: 4.79 eV
**E_LUMO**: -5.65 eV

***

Question: Among the records above, which one has the lowest HOMO-LUMO gap?
Answer: C16H21N5O2Zr